Density functional theory data (ωB97M-V with the def2-TZVPD basis set) for C24H60Mg2N2O18 as an isolated structure at a distorted geometry.

Geometry (Å):
H -18.223 23.261 -30.540
O -14.653 16.381 -29.415
C -21.242 18.707 -31.806
H -15.907 17.097 -25.172
O -18.363 21.131 -25.647
H -21.729 18.413 -32.735
C -22.298 19.228 -30.804
H -23.520 20.994 -28.963
H -14.054 20.756 -28.845
H -13.548 15.044 -27.334
O -20.612 22.682 -29.451
C -18.934 20.074 -24.920
O -14.913 20.255 -27.072
H -15.114 15.696 -31.295
C -13.352 15.793 -29.303
H -16.686 23.059 -33.236
H -16.044 19.574 -32.588
H -23.121 19.619 -31.404
O -19.398 22.389 -32.061
H -18.558 20.214 -33.386
H -13.061 19.676 -26.217
H -22.576 18.333 -30.247
H -20.358 21.827 -33.759
H -20.757 17.841 -31.357
C -19.591 22.564 -33.520
H -18.556 18.720 -32.392
C -18.276 18.760 -25.349
C -15.746 20.621 -32.539
C -18.247 23.186 -31.627
C -19.170 19.418 -32.961
O -13.774 23.697 -25.843
H -12.428 25.298 -25.676
H -16.101 23.098 -31.634
O -16.224 22.630 -26.868
H -16.569 23.903 -28.546
O -18.813 20.605 -29.820
O -16.940 21.295 -32.133
H -12.742 17.695 -25.165
H -18.826 18.272 -26.154
C -19.293 22.203 -25.694
H -20.171 21.860 -26.242
H -13.564 19.131 -28.267
C -14.379 19.852 -28.330
H -22.060 21.010 -28.001
C -13.782 20.491 -26.161
Mg -20.314 21.358 -30.835
O -15.687 20.900 -24.787
C -15.940 23.090 -28.184
C -16.218 21.135 -23.486
C -12.675 16.777 -25.750
H -18.247 18.105 -24.478
H -12.599 16.252 -29.943
H -14.459 17.381 -31.320
C -16.915 22.693 -32.235
H -15.431 17.593 -26.728
H -15.141 19.493 -29.022
N -18.081 20.035 -29.045
C -14.295 20.728 -24.750
H -18.736 22.352 -34.162
H -16.984 24.504 -26.088
H -13.304 21.433 -26.432
O -19.598 24.205 -28.502
H -14.846 25.192 -25.058
H -15.991 22.327 -28.962
H -12.558 24.548 -27.265
H -16.062 17.002 -30.810
H -14.901 23.399 -28.295
H -19.999 19.871 -25.039
H -18.747 20.176 -23.851
C -12.881 15.732 -27.853
C -14.915 24.491 -25.890
H -13.760 21.579 -24.330
H -18.329 24.230 -31.930
H -14.849 25.142 -26.762
H -16.998 16.976 -26.647
H -11.917 15.227 -27.793
O -17.647 20.585 -28.081
O -12.909 16.970 -27.152
C -16.298 17.579 -26.068
C -22.587 20.460 -28.780
H -19.521 22.523 -24.678
H -16.461 23.313 -25.004
O -21.751 20.200 -29.954
O -17.635 18.992 -29.377
H -14.064 19.949 -24.024
H -20.077 23.527 -33.678
H -15.622 21.731 -22.794
C -16.201 23.756 -25.965
H -15.584 20.766 -33.607
H -17.132 21.706 -23.647
N -20.598 23.535 -28.593
C -15.035 16.643 -30.762
H -11.639 16.461 -25.628
H -13.462 14.784 -29.701
O -20.298 19.825 -32.147
C -12.546 24.347 -26.194
O -16.900 18.899 -25.882
H -16.433 20.283 -22.841
H -11.713 23.707 -25.904
Mg -16.632 20.804 -26.391
H -13.365 16.102 -25.243
H -22.871 19.561 -28.233
H -19.631 18.896 -33.799
H -18.799 22.958 -26.306
H -14.860 20.960 -32.001
O -21.534 23.592 -27.774

Properties
LUMO level = -3.8 eV
Orbital gap = 9.701 eV
Total charge = +2
F_max = 4.66 eV/A

Density functional theory data (ωB97M-V with the def2-TZVPD basis set) for one molecule with the formula C2H3N5O at a distorted geometry.

Geometry (Å):
C -1.177 -0.721 0.076
N 1.185 -1.037 -0.802
N -0.302 1.737 0.748
C 0.186 -0.408 -0.254
N -1.484 1.306 1.155
H 2.067 0.370 -0.431
O 1.701 1.373 -0.236
H -1.651 -1.604 -0.236
N 0.412 0.913 0.125
H 1.075 -2.035 -0.863
N -2.011 0.106 0.716

Properties
LUMO level = -0.7 eV
Orbital gap = 8.965 eV
SMILES = [H]/N=c1\cnnnn1O
Total charge = 0
Relative energy (zero: lowest compared OMol25 entry of this formula, charge and spin) = 5.2366 eV
F_max = 3.98 eV/A

Density functional theory data (ωB97M-V with the def2-TZVPD basis set) for one molecule with the formula C6H10O at a distorted geometry.

Geometry (Å):
H 1.434 -3.038 -1.714
C -1.446 0.897 1.022
O -2.001 2.649 2.581
C -1.474 2.326 1.555
H 2.843 -1.992 -1.581
C 1.881 -2.220 -1.136
H -1.071 0.275 1.833
H 0.295 1.484 0.000
C 0.281 -0.549 -0.167
C 0.962 -1.038 -1.190
H 2.041 -2.605 -0.130
H -2.488 0.705 0.750
H 0.842 -0.583 -2.168
H -0.875 0.982 -1.174
C -0.508 0.745 -0.179
H 0.218 -1.088 0.770
H -0.934 3.050 0.929

Properties
LUMO level = 1.1 eV
Orbital gap = 10.386 eV
SMILES = C/C=C/CCC=O
Total charge = 0
Relative energy (zero: lowest compared OMol25 entry of this formula, charge and spin) = 0.8532 eV
F_max = 1.63 eV/A

Density functional theory data (ωB97M-V with the def2-TZVPD basis set) for C33H36ClINOPS3Sr as an isolated structure.

Geometry (Å):
C -0.394 1.759 2.340
C 3.656 -4.814 0.674
H 7.282 -3.560 0.273
H -2.356 1.419 3.213
N 0.300 3.834 -1.998
H -3.247 -1.013 -0.967
C -2.650 -0.206 -1.399
C 0.439 -1.811 -3.155
O 0.166 2.010 -0.700
H -0.031 -3.640 -0.469
H 0.645 -2.759 -5.076
C 0.900 -1.622 -1.843
H 6.844 -5.955 0.713
C 1.040 -2.673 -4.069
C -1.715 0.939 2.473
P 2.564 -2.216 0.213
H 0.296 4.233 -2.922
C -2.938 2.192 -2.070
C 0.235 2.517 -1.827
H 0.497 -3.588 4.446
C 1.203 -3.011 1.173
H -1.546 -1.812 5.007
H -0.347 2.497 3.141
I 0.188 2.438 -4.950
Sr -0.407 -0.310 0.039
H 3.467 -3.919 -2.083
C 2.153 1.533 3.703
H -2.308 0.999 1.554
H 5.399 -1.972 0.111
C -1.762 -0.788 4.695
C 2.142 -3.426 -3.693
H 2.640 -5.174 0.780
S 1.186 0.837 2.354
C 3.890 -3.462 0.430
C -3.217 1.105 -1.206
H 2.175 -2.502 3.021
C 6.020 -5.258 0.633
C -0.896 -4.190 1.419
C 4.714 -5.705 0.779
S 0.880 -0.275 5.496
Cl -4.558 5.395 -0.284
H -3.105 4.289 -2.484
C 0.253 1.585 -3.009
H -1.246 0.302 6.448
C -4.436 2.717 0.192
H -0.407 2.315 1.406
H -0.936 1.183 4.968
H -0.438 -1.268 -3.505
C 1.648 1.320 5.134
H 0.942 2.101 5.417
C 1.321 -2.991 2.565
C -4.026 1.425 -0.089
H 3.117 1.039 3.570
C -0.872 0.199 5.428
C 0.076 -3.611 0.609
H 2.498 1.420 5.810
C -4.070 3.756 -0.648
H 2.617 -4.100 -4.395
H -2.406 2.003 -2.997
C -3.341 3.486 -1.796
H -2.377 -0.438 -2.429
H 0.202 4.430 -1.193
C 5.206 -3.024 0.293
C 2.005 -2.436 -1.508
C 2.621 -3.317 -2.394
H 4.518 -6.752 0.971
H -0.622 0.948 -2.903
H -5.050 2.920 1.060
S -1.633 -0.830 2.888
H -1.496 -4.663 3.424
H -2.804 -0.585 4.947
H -4.342 0.620 0.569
H 1.132 0.947 -2.948
C 6.265 -3.915 0.386
C 0.371 -3.597 3.370
H -1.765 -4.652 0.966
C -0.745 -4.197 2.798
H 2.312 2.597 3.526

Properties
LUMO level = 0.0 eV
Orbital gap = 6.287 eV
Total charge = 0
Relative energy (zero: lowest compared OMol25 entry of this formula, charge and spin) = 0.2363 eV
F_max = 0.74 eV/A